Formula: C55H54AsN11PPtSi
Source: OMol25
Level of theory: the ωB97M-V functional and the def2-TZVPD basis

```
124
C55H54AsN11PPtSi | OMol25 | the ωB97M-V functional and the def2-TZVPD basis
Pt -0.26 1.51 -0.06
C 3.46 1.63 -2.22
C 2.44 2.01 -1.36
N 1.29 1.34 -1.36
C 1.15 0.27 -2.20
C 2.20 -0.07 -3.04
N 3.34 0.61 -3.06
C -0.10 -0.48 -2.06
C -0.52 -1.58 -2.79
C -1.72 -2.22 -2.48
C -2.47 -1.73 -1.40
C -2.02 -0.63 -0.70
N -0.87 -0.03 -1.05
C -2.63 0.00 0.49
C -3.75 -0.47 1.15
N -4.20 0.08 2.27
C -3.52 1.11 2.76
C -2.40 1.63 2.12
N -1.97 1.09 0.98
C -2.19 -3.39 -3.24
C -1.30 -4.17 -3.99
C -1.79 -5.27 -4.68
N -3.07 -5.62 -4.68
C -3.92 -4.88 -3.98
C -3.53 -3.77 -3.24
H 4.40 2.18 -2.23
H 2.54 2.83 -0.67
H 2.13 -0.92 -3.70
H 0.08 -1.93 -3.62
H -3.37 -2.24 -1.09
H -4.29 -1.33 0.78
H -3.86 1.55 3.69
H -1.84 2.47 2.51
H -0.24 -3.97 -4.01
H -1.11 -5.89 -5.25
H -4.96 -5.19 -4.00
H -4.28 -3.20 -2.71
N -0.28 6.80 1.38
C 0.97 6.48 1.72
N 1.78 7.42 2.20
N 1.48 5.25 1.62
C 0.78 4.25 1.19
N 0.28 3.28 0.81
H -0.63 7.74 1.47
H -0.89 6.11 0.98
H 1.50 8.39 2.28
H 2.72 7.17 2.44
C 1.57 -1.58 0.83
C 2.41 -2.61 1.56
As 2.22 -4.33 0.59
C 2.88 -5.52 1.98
C 2.35 -6.80 2.08
C 2.84 -7.68 3.03
C 3.87 -7.29 3.88
C 4.41 -6.02 3.77
C 3.92 -5.14 2.82
C 0.30 -4.49 0.94
C -0.22 -4.51 2.23
C -1.59 -4.63 2.44
C -2.45 -4.73 1.35
C -1.94 -4.72 0.06
C -0.57 -4.59 -0.14
P 1.26 0.02 1.66
C 0.49 -0.40 3.24
C 1.06 -0.10 4.48
C 0.41 -0.47 5.65
C -0.80 -1.16 5.60
C -1.34 -1.50 4.37
C -0.70 -1.12 3.20
C 2.81 0.89 1.92
C 3.96 0.52 1.22
C 5.12 1.28 1.32
C 5.15 2.42 2.11
C 4.00 2.81 2.79
C 2.84 2.06 2.69
H 0.56 -1.98 0.69
H 1.96 -1.37 -0.17
H 2.07 -2.74 2.59
H 3.47 -2.34 1.59
H 1.55 -7.12 1.42
H 2.42 -8.68 3.11
H 4.25 -7.99 4.62
H 5.22 -5.72 4.42
H 4.37 -4.15 2.74
H 0.45 -4.48 3.09
H -1.98 -4.67 3.45
H -3.52 -4.86 1.52
H -2.61 -4.86 -0.78
H -0.18 -4.62 -1.15
H 2.01 0.41 4.54
H 0.85 -0.23 6.61
H -1.29 -1.46 6.51
H -2.27 -2.07 4.32
H -1.12 -1.44 2.25
H 3.97 -0.38 0.61
H 6.02 0.96 0.80
H 6.05 2.99 2.20
H 4.01 3.69 3.41
H 1.94 2.38 3.21
C 0.55 2.98 -4.63
Si -0.23 4.45 -3.79
C -0.70 5.73 -5.05
C 0.86 5.21 -2.49
N -1.55 3.70 -2.82
C -2.82 3.77 -2.87
C -3.57 2.95 -1.92
C -4.93 2.98 -1.90
C -5.60 3.80 -2.83
C -4.93 4.60 -3.77
C -3.58 4.59 -3.81
H 1.15 3.33 -5.47
H -0.20 2.29 -5.04
H 1.20 2.42 -3.96
H 0.23 6.11 -5.46
H -1.23 6.59 -4.63
H -1.27 5.34 -5.89
H 1.85 5.39 -2.90
H 0.96 4.56 -1.61
H 0.47 6.18 -2.16
H -2.97 2.35 -1.25
H -5.50 2.38 -1.20
H -6.69 3.81 -2.81
H -5.51 5.21 -4.46
H -3.03 5.19 -4.53
```

Properties
strongest force on any atom: 1.0 eV/A
energy above the lowest of the compared OMol25 structures with the same formula, charge and spin: 0.0 kcal/mol
orbital gap: 2.94 eV
HOMO energy: -13.4 eV
charge: +3
E: -155532.758 eV



Formula: C55H54FN10O3RbS3
Source: OMol25
Level of theory: the ωB97M-V functional and the def2-TZVPD basis

```
127
C55H54FN10O3RbS3 | OMol25 | the ωB97M-V functional and the def2-TZVPD basis
Rb -0.22 -0.33 -0.61
C -3.34 -1.75 -1.22
C -3.41 -0.26 -1.10
N -2.94 0.45 -2.06
N -3.08 1.83 -1.84
C -2.52 2.59 -2.70
S -1.53 2.31 -4.07
S -2.72 4.37 -2.40
C -3.84 4.49 -0.97
C -3.17 4.74 0.35
C -3.32 5.95 1.02
C -2.77 6.15 2.28
C -2.06 5.12 2.89
C -1.89 3.92 2.22
C -2.43 3.73 0.96
C -4.06 0.28 0.13
C -5.43 0.49 0.15
C -6.08 0.97 1.28
C -5.32 1.24 2.41
C -3.96 1.03 2.42
C -3.25 0.55 1.28
O -1.97 0.41 1.27
H -2.84 -2.05 -2.15
H -4.35 -2.16 -1.21
H -2.81 -2.19 -0.38
H -4.37 3.54 -0.94
H -4.55 5.29 -1.20
H -3.90 6.74 0.55
H -2.91 7.10 2.79
H -1.65 5.26 3.88
H -1.36 3.10 2.69
H -2.32 2.78 0.46
H -5.99 0.28 -0.75
H -7.15 1.14 1.27
H -5.80 1.62 3.31
H -3.37 1.24 3.31
N 2.62 -3.20 -0.14
C 2.68 -3.44 -1.45
N 3.56 -4.35 -1.92
C 3.40 -4.62 -3.21
N 4.31 -5.50 -3.76
N 2.47 -4.14 -4.02
C 1.70 -3.20 -3.45
N 1.80 -2.76 -2.22
C 0.62 -2.60 -4.30
C 0.38 -3.07 -5.58
C -0.66 -2.51 -6.31
C -1.41 -1.51 -5.73
C -1.10 -1.10 -4.43
N -0.10 -1.63 -3.73
H 3.08 -3.88 0.44
H 1.70 -2.86 0.18
H 4.78 -6.10 -3.10
H 3.99 -5.94 -4.61
H 1.01 -3.86 -5.98
H -0.87 -2.85 -7.31
H -2.23 -1.03 -6.25
H -1.67 -0.31 -3.95
N 3.52 0.12 -1.52
C 3.80 0.26 -2.63
C 4.06 0.42 -4.03
C 4.40 -0.69 -4.80
C 4.61 -0.55 -6.16
C 4.49 0.70 -6.75
C 4.14 1.81 -5.99
C 3.92 1.67 -4.63
H 4.47 -1.66 -4.32
H 4.86 -1.41 -6.75
H 4.65 0.81 -7.82
H 4.02 2.78 -6.45
H 3.63 2.52 -4.02
O 1.23 -0.90 1.33
S 2.29 0.02 1.84
C 1.48 1.21 2.95
C 0.76 0.68 4.15
C 1.21 1.00 5.43
C 0.55 0.52 6.55
C -0.55 -0.31 6.40
C -1.00 -0.63 5.13
C -0.36 -0.13 4.00
C 3.28 -0.99 3.00
C 2.55 -1.97 3.89
C 1.72 -2.95 3.36
C 1.07 -3.85 4.20
C 1.25 -3.79 5.57
C 2.08 -2.81 6.10
C 2.72 -1.91 5.27
H 0.80 1.71 2.26
H 2.27 1.92 3.22
H 2.07 1.64 5.55
H 0.90 0.78 7.55
H -1.06 -0.71 7.27
H -1.87 -1.27 5.00
H -0.76 -0.33 3.01
H 3.90 -0.30 3.58
H 3.94 -1.52 2.30
H 1.50 -3.00 2.30
H 0.40 -4.58 3.76
H 0.74 -4.48 6.22
H 2.22 -2.74 7.18
H 3.35 -1.14 5.69
C 0.47 5.63 -1.65
N 0.96 4.83 -0.55
C 0.88 5.45 0.76
C 1.25 3.51 -0.66
C 1.24 2.94 -2.06
O 1.53 2.81 0.31
H 0.70 6.68 -1.45
H -0.61 5.53 -1.78
H 0.94 5.35 -2.59
H 1.57 6.30 0.81
H 1.15 4.71 1.51
H -0.13 5.80 0.95
H 1.96 3.48 -2.69
H 0.26 3.03 -2.54
H 1.53 1.89 -2.03
F -2.61 -6.75 2.15
C -1.89 -5.71 1.62
C -1.03 -5.95 0.57
C -0.31 -4.87 0.04
C -0.39 -3.55 0.51
C -1.28 -3.40 1.58
C -2.04 -4.44 2.14
H -0.94 -6.96 0.18
H 0.35 -5.11 -0.80
H -1.42 -2.41 2.02
H -2.73 -4.28 2.97
```

Properties
strongest force on any atom: 1.3 eV/A
energy above the lowest of the compared OMol25 structures with the same formula, charge and spin: 15.8 kcal/mol
orbital gap: 5.19 eV
HOMO energy: -1.7 eV
charge: -2
E: -114836.135 eV



Formula: C55H54N3O4SiTi
Source: OMol25
Level of theory: the ωB97M-V functional and the def2-TZVPD basis

```
118
C55H54N3O4SiTi | OMol25 | the ωB97M-V functional and the def2-TZVPD basis
Ti 13.38 11.69 14.01
O 12.74 13.34 14.74
C 12.78 13.89 16.07
C 13.28 12.70 16.99
C 14.57 11.99 16.57
C 15.46 11.62 17.58
C 16.77 11.30 17.24
C 17.11 11.22 15.87
C 16.20 11.52 14.86
C 16.68 11.63 13.42
C 15.85 11.11 12.24
O 14.48 11.44 12.52
C 16.47 11.61 10.93
C 15.83 12.50 10.10
C 16.33 12.87 8.87
C 17.54 12.34 8.45
C 18.26 11.46 9.29
C 17.71 11.07 10.52
C 15.93 9.56 12.11
C 15.19 8.91 11.12
C 14.96 7.53 11.16
C 15.42 6.74 12.20
C 16.14 7.36 13.20
C 16.37 8.75 13.16
N 14.88 11.74 15.24
C 11.39 14.36 16.60
C 10.57 13.48 17.34
C 9.21 13.72 17.53
C 8.58 14.82 16.92
C 9.40 15.76 16.31
C 10.77 15.53 16.14
C 13.77 15.08 16.30
C 14.74 15.40 15.33
C 15.72 16.33 15.58
C 15.75 17.01 16.79
C 14.74 16.82 17.73
C 13.74 15.89 17.47
H 12.50 11.92 17.01
H 13.46 13.02 18.03
H 15.13 11.69 18.60
H 17.51 11.09 17.99
H 18.12 10.98 15.61
H 17.70 11.20 13.36
H 16.91 12.70 13.27
H 14.87 12.86 10.43
H 15.80 13.62 8.30
H 17.93 12.61 7.49
H 19.21 11.08 8.95
H 18.24 10.39 11.14
H 14.68 9.46 10.34
H 14.39 7.11 10.33
H 15.13 5.68 12.23
H 16.53 6.82 14.05
H 16.90 9.18 13.99
H 11.00 12.59 17.77
H 8.62 12.98 18.05
H 7.52 14.92 16.97
H 9.01 16.71 15.96
H 11.34 16.27 15.61
H 14.70 14.93 14.34
H 16.49 16.54 14.82
H 16.55 17.70 17.02
H 14.69 17.42 18.63
H 12.91 15.76 18.14
C 7.23 9.07 12.52
C 7.49 10.14 11.67
C 8.82 10.49 11.37
C 9.90 9.81 11.97
C 9.58 8.69 12.72
C 8.28 8.31 13.01
Si 11.79 10.41 11.83
C 11.98 10.68 9.94
C 11.81 9.59 9.10
C 12.00 9.68 7.72
C 12.34 10.90 7.15
C 12.43 12.02 7.96
C 12.25 11.91 9.34
H 6.20 8.80 12.73
H 6.70 10.71 11.21
H 8.99 11.32 10.68
H 10.39 8.05 13.11
H 8.09 7.42 13.62
H 12.35 9.05 11.85
H 11.52 8.59 9.46
H 11.94 8.74 7.18
H 12.53 11.00 6.09
H 12.71 12.99 7.55
H 12.31 12.79 9.94
N 8.29 10.80 15.90
C 9.04 9.94 16.70
O 8.63 9.56 17.79
C 10.37 9.60 16.19
C 11.06 8.57 16.84
C 12.31 8.23 16.38
C 12.89 8.92 15.33
N 12.32 10.02 14.79
C 10.99 10.26 15.14
H 7.30 10.79 16.10
H 8.50 10.97 14.95
H 10.55 8.05 17.63
H 12.90 7.41 16.82
H 13.83 8.56 14.92
H 10.48 11.03 14.60
C 9.57 13.94 12.42
C 10.45 14.74 11.44
O 11.83 14.42 11.73
C 12.74 15.54 11.74
C 13.19 15.95 10.32
H 9.53 14.50 13.38
H 10.03 12.96 12.63
H 8.55 13.82 12.08
H 10.28 15.83 11.49
H 10.21 14.44 10.41
H 13.60 15.22 12.32
H 12.24 16.38 12.26
H 13.43 15.10 9.67
H 14.10 16.59 10.35
H 12.38 16.52 9.83
```

Properties
strongest force on any atom: 5.0 eV/A
energy above the lowest of the compared OMol25 structures with the same formula, charge and spin: 0.0 kcal/mol
orbital gap (spin up / spin down): 5.64 / 5.69 eV
HOMO energy (spin up / spin down): -6.2 / -6.3 eV
⟨S²⟩: 0.760
2S+1: 2
E: -101565.390 eV



Formula: C55H57AsBrCdF4N5P
Source: OMol25
Level of theory: the ωB97M-V functional and the def2-TZVPD basis

```
125
C55H57AsBrCdF4N5P | OMol25 | the ωB97M-V functional and the def2-TZVPD basis
Cd -0.22 0.93 0.10
N -0.14 -0.10 2.49
C -1.11 -1.14 2.92
C -2.42 -0.54 3.38
C -3.04 0.40 2.35
C -3.39 -0.27 1.01
N -2.67 0.40 -0.11
H 0.77 -0.54 2.35
H -0.02 0.57 3.24
H -0.70 -1.76 3.72
H -1.27 -1.79 2.07
H -2.27 0.02 4.31
H -3.10 -1.36 3.62
H -2.33 1.18 2.15
H -3.92 0.86 2.78
H -4.46 -0.25 0.85
H -3.08 -1.31 1.02
H -3.09 1.32 -0.27
H -2.78 -0.12 -0.97
F 2.59 6.41 4.31
C 2.14 5.76 3.25
C 1.36 6.40 2.31
F 1.06 7.68 2.47
C 0.89 5.71 1.21
F 0.19 6.43 0.34
C 1.14 4.36 1.00
P 0.29 3.51 -0.42
C 0.92 4.25 -1.83
C 1.15 3.39 -4.24
C 1.92 4.48 -4.93
C 2.72 5.32 -4.26
C 2.99 5.32 -2.83
C 2.26 4.77 -1.82
C -1.42 4.13 -0.11
C -1.97 5.17 -0.83
C -3.26 5.62 -0.54
C -3.99 5.03 0.49
C -3.42 4.01 1.24
C -2.14 3.57 0.93
C 1.97 3.75 1.95
Br 2.57 1.97 1.80
C 2.46 4.43 3.05
F 3.23 3.82 3.95
H 0.50 2.92 -4.98
H 1.82 4.57 -6.00
H 3.28 6.05 -4.84
H 3.88 5.85 -2.53
H 2.71 4.87 -0.84
H -1.39 5.65 -1.61
H -3.69 6.42 -1.12
H -4.98 5.39 0.71
H -3.97 3.57 2.06
H -1.69 2.79 1.52
N 1.86 -0.49 -0.36
C 1.92 -1.69 0.36
C 2.98 -2.11 1.12
C 2.93 -3.37 1.76
C 1.85 -4.19 1.63
C 0.73 -3.76 0.87
C -0.43 -4.54 0.67
C -1.46 -4.05 -0.08
C -1.34 -2.75 -0.62
N -0.29 -1.99 -0.46
C 0.75 -2.50 0.26
H 2.74 -0.01 -0.47
H 1.44 -0.67 -1.27
H 3.86 -1.48 1.21
H 3.79 -3.69 2.34
H 1.84 -5.17 2.08
H -0.48 -5.53 1.11
H -2.35 -4.63 -0.26
H -2.15 -2.34 -1.21
C 4.62 1.14 -7.64
C 3.75 0.32 -6.73
C 4.29 -0.46 -5.72
C 3.49 -1.20 -4.85
C 4.22 -2.06 -3.84
C 2.10 -1.14 -4.98
As 1.00 -1.95 -3.57
N -0.05 -0.51 -3.12
C 0.27 0.72 -3.00
C -0.88 1.64 -2.80
C -0.94 2.97 -2.89
C 0.21 3.93 -3.12
C 2.07 2.33 -3.67
C 1.67 1.20 -3.11
C -0.29 -3.01 -4.61
C 0.22 -3.82 -5.64
C 1.69 -4.03 -5.89
C -0.67 -4.49 -6.48
C -2.04 -4.43 -6.30
C -2.99 -5.14 -7.23
C -2.51 -3.73 -5.20
C -1.67 -3.04 -4.34
C -2.31 -2.39 -3.13
C 1.53 -0.39 -6.03
C 0.05 -0.37 -6.32
C 2.36 0.32 -6.87
H 5.64 1.17 -7.28
H 4.24 2.17 -7.71
H 4.62 0.73 -8.65
H 5.37 -0.51 -5.61
H 4.91 -1.46 -3.23
H 4.82 -2.81 -4.36
H 3.55 -2.59 -3.17
H -1.81 1.10 -2.68
H -1.93 3.41 -2.82
H -0.20 4.87 -3.51
H 3.13 2.52 -3.77
H 2.43 0.48 -2.81
H 2.25 -4.08 -4.95
H 2.13 -3.24 -6.50
H 1.85 -4.98 -6.41
H -0.27 -5.09 -7.29
H -2.46 -5.71 -7.99
H -3.64 -4.42 -7.74
H -3.64 -5.83 -6.68
H -3.58 -3.73 -4.99
H -3.24 -2.92 -2.89
H -2.55 -1.34 -3.31
H -1.65 -2.43 -2.27
H -0.57 -0.45 -5.43
H -0.22 -1.21 -6.97
H -0.22 0.55 -6.85
H 1.92 0.90 -7.68
```

Properties
strongest force on any atom: 3.1 eV/A
energy above the lowest of the compared OMol25 structures with the same formula, charge and spin: 97.6 kcal/mol
orbital gap: 5.20 eV
HOMO energy: -8.1 eV
charge: +1
E: -221006.466 eV